# 1
Formula: C15H31BaFP2
Source: the OMol25 dataset
Level of theory: the ωB97M-V functional and the def2-TZVPD basis

XYZ file:
```
50
Properties=species:S:1:pos:R:3:forces:R:3
P -1.4958 1.2746 2.1630 1.005 -0.178 0.368
P 1.0308 -1.7634 1.9918 0.395 0.256 0.093
C -0.2624 0.6666 0.9068 -0.370 0.435 -1.278
C 0.1136 -0.8120 0.7153 0.558 -0.219 -0.975
H 0.6463 1.2892 0.9559 -0.163 -0.289 0.132
H -0.7221 0.8575 -0.0742 0.326 0.268 0.688
H -0.7498 -1.4184 0.3312 0.440 0.415 0.124
H 0.7921 -0.8567 -0.1538 -0.771 0.425 0.424
C 2.6961 -1.1166 1.9106 0.940 -0.282 -1.079
H 3.2304 -1.4592 2.8063 -0.095 0.229 -0.318
H 2.7195 -0.0246 1.8552 -0.044 -0.135 0.079
H 3.1557 -1.5525 1.0142 0.688 0.258 -0.017
C 1.0999 -3.3587 1.1357 0.850 -0.380 -0.770
H 1.9143 -3.2366 0.4100 0.069 -0.697 -0.377
H 0.1866 -3.6484 0.5882 0.177 0.197 0.238
H 1.3533 -4.1579 1.8513 -0.094 0.298 -0.388
C -1.7099 3.0626 1.7030 -0.159 0.217 -0.591
H -2.4063 3.5703 2.3951 0.267 -0.459 -0.217
H -2.1181 3.1359 0.6880 0.021 0.246 0.034
H -0.7738 3.6383 1.7238 -0.080 -0.406 0.150
C -2.9357 0.6244 1.1606 -0.516 0.369 -0.582
H -2.8369 -0.3861 0.6958 -0.119 0.931 0.107
H -2.9805 1.2746 0.2859 -0.296 -0.010 -0.067
H -3.8717 0.6989 1.7397 0.341 -0.170 -0.255
Ba -2.1068 -1.8206 2.4640 0.178 0.177 2.640
C 1.2081 -1.2934 -2.2537 0.947 0.262 -0.190
C 2.2472 -0.5677 -1.7873 0.077 -0.585 -0.702
C 2.6487 0.8016 -2.3062 0.224 0.082 -0.287
C 1.4780 1.7761 -2.6579 0.348 -0.047 -0.038
C 0.1684 1.5926 -1.9360 -0.731 0.206 -0.471
C -0.8881 0.8802 -2.3922 0.535 0.970 -0.159
C -0.7996 -0.1183 -3.5272 -0.069 -0.127 -0.276
C 0.4977 -0.9956 -3.5641 -0.266 0.000 -0.177
C -2.7135 0.2754 4.3732 -0.634 -1.231 -0.035
H 0.9111 -2.2152 -1.7159 0.390 0.466 -0.553
H 2.9494 -1.0179 -1.0608 -0.847 0.418 -0.016
H 3.2381 0.6975 -3.2379 -0.031 -0.056 0.420
H 3.3226 1.3026 -1.5808 -0.386 -0.452 -0.278
H 1.8144 2.7940 -2.3967 -0.051 -0.338 -0.180
H 1.3220 1.8003 -3.7500 -0.076 -0.223 0.399
H 0.1092 2.2002 -1.0150 -0.380 -0.185 -0.916
H -1.9120 1.1318 -2.0492 0.758 -0.567 0.339
H -0.8709 0.4044 -4.5032 -0.044 -0.212 0.379
H -1.6706 -0.8004 -3.4963 0.284 0.428 0.128
H 0.2199 -1.9772 -3.9863 0.045 0.366 0.080
H 1.1914 -0.5636 -4.3119 -0.107 -0.106 0.628
H -3.1400 -0.5376 4.9966 -0.046 0.366 0.492
H -3.4261 1.1191 4.3844 0.086 -0.202 -0.054
H -1.7565 0.6145 4.7941 -0.298 -0.364 -0.082
F -0.1180 -1.7842 3.7172 -3.276 -0.367 3.387
```
Positions in Å, forces in eV/Å.

Results
**F_max**: 4.73 eV/A
**HOMO-LUMO gap**: 4.29 eV
**LUMO**: -0.7 eV
**Total energy**: -38039.3789 eV

***

# 2
Formula: C15H31BrN5ORu
Source: the OMol25 dataset
Level of theory: the ωB97M-V functional and the def2-TZVPD basis

XYZ file:
```
54
Properties=species:S:1:pos:R:3:forces:R:3
Ru -0.0654 0.4207 0.0118 2.936 1.217 0.716
N 0.4745 2.8775 0.0973 -0.932 -1.232 -0.150
C 1.7265 3.1261 -0.6206 0.472 -0.119 -0.027
C 2.8328 2.1883 -0.1193 -0.438 0.527 -0.163
N 2.3822 0.7930 0.0044 -1.791 -0.843 0.037
C 2.8274 0.1906 1.2690 0.041 0.020 0.591
C 2.0882 0.7643 2.4858 0.623 -0.153 -0.360
N 0.6364 0.5615 2.3786 -1.238 -0.424 -1.131
C 2.7806 -0.0418 -1.1372 0.075 -0.210 -0.635
C 2.1572 0.4232 -2.4595 0.556 -0.169 0.485
N 0.6860 0.4855 -2.3561 -1.226 -0.246 1.056
H 0.5645 3.1609 1.0707 -0.161 -0.012 -0.129
H -0.2766 3.4290 -0.3151 0.067 -0.036 0.213
H 1.5387 2.9677 -1.6812 -0.003 0.084 0.027
H 2.0659 4.1604 -0.4922 -0.053 -0.113 -0.092
H 3.6949 2.2584 -0.7909 -0.017 -0.062 0.087
H 3.1659 2.5404 0.8573 0.028 -0.040 -0.044
H 2.6460 -0.8858 1.2110 0.064 0.089 -0.019
H 3.9063 0.3462 1.4113 -0.098 -0.093 -0.029
H 2.4960 0.2865 3.3873 -0.127 0.190 -0.152
H 2.2813 1.8358 2.5686 -0.042 -0.100 0.089
H 0.3667 -0.3465 2.7548 0.018 0.237 0.035
H 0.1334 1.2590 2.9258 0.021 -0.201 -0.116
H 3.8738 -0.0512 -1.2532 -0.086 -0.029 0.057
H 2.4447 -1.0656 -0.9353 0.126 0.164 0.015
H 2.5547 1.4034 -2.7309 -0.128 -0.114 -0.075
H 2.4630 -0.2813 -3.2412 -0.059 0.200 0.094
H 0.3160 1.3161 -2.8152 0.020 -0.234 0.038
H 0.2643 -0.3175 -2.8207 0.077 0.245 0.004
C -4.0160 -0.2121 -1.2320 0.543 -0.076 0.206
C -3.4586 0.5150 0.0187 -2.478 0.707 0.248
C -3.9685 1.9775 0.0269 0.305 -0.637 -0.048
C -3.9669 -0.2077 1.2927 0.483 -0.074 -0.301
O -2.1128 0.4826 -0.0091 3.315 -0.323 -0.150
H -5.1006 -0.1911 -1.2168 -0.090 0.049 0.060
H -3.6789 -1.2464 -1.2351 -0.023 -0.112 -0.032
H -3.6629 0.2831 -2.1336 -0.015 0.048 -0.090
H -5.0534 1.9884 0.0468 -0.120 0.098 0.008
H -3.6268 2.4939 -0.8667 0.000 0.090 -0.109
H -3.5938 2.4954 0.9063 0.007 0.080 0.105
H -5.0517 -0.2192 1.3001 -0.102 0.033 -0.019
H -3.6092 0.3117 2.1791 -0.015 0.049 0.073
H -3.5964 -1.2307 1.3061 -0.029 -0.104 0.032
Br 0.1930 -6.7372 -0.0890 -0.015 0.788 0.032
C 0.1595 -4.8421 0.0175 -0.045 -0.241 0.016
C -0.3105 -4.0719 -1.0446 0.140 -0.148 0.192
C -0.3122 -2.6949 -0.9135 -0.124 -0.241 -0.252
N 0.1301 -2.0590 0.1739 -0.517 1.660 -0.403
C 0.5587 -2.8054 1.1922 0.061 -0.034 0.239
C 0.5885 -4.1870 1.1699 -0.054 -0.102 -0.307
H -0.6625 -4.5423 -1.9486 -0.069 0.019 -0.088
H -0.7065 -2.0759 -1.7120 0.022 -0.070 0.039
H 0.8905 -2.2875 2.0818 0.047 0.010 0.023
H 0.9400 -4.7433 2.0231 0.047 -0.011 0.107
```
Positions in Å, forces in eV/Å.

Results
**F_max**: 3.33 eV/A
**2S+1**: 2
**Charge**: +2
**HOMO-LUMO gap (spin up / spin down)**: 8.11 / 7.03 eV
**LUMO (spin up / spin down)**: -7.0 / -7.8 eV
**⟨S²⟩**: 0.76
**Total energy**: -98164.7884 eV

***

# 3
Formula: C15H31BrO4
Source: the OMol25 dataset
Level of theory: the ωB97M-V functional and the def2-TZVPD basis

XYZ file:
```
51
Properties=species:S:1:pos:R:3:forces:R:3
O 4.5207 0.5808 0.5900 3.200 2.624 4.623
C 3.9754 0.0840 -0.2723 -3.210 -1.673 -4.676
C 2.8962 0.6086 -1.1967 -0.313 -0.732 0.368
C 2.0164 -0.6533 -1.2473 0.205 0.608 -1.007
C 0.8625 -0.4117 -2.2305 -0.357 0.031 1.561
C -0.2807 0.2870 -1.4316 0.787 -0.709 0.057
C -1.3372 -0.6968 -0.9329 0.426 0.953 -0.165
Br -0.8583 -1.4573 0.8004 -0.151 -0.192 -0.219
C 3.1324 -1.6099 -1.5779 0.658 0.418 -0.636
O 4.1673 -1.2025 -0.6515 0.211 -1.526 0.427
H 2.3888 1.5217 -0.9335 0.123 0.309 0.333
H 3.3141 0.6498 -2.1997 0.147 0.563 -0.168
H 1.6887 -0.9113 -0.2457 -0.401 -0.007 0.106
H 1.2277 0.2634 -2.9901 0.009 -0.101 -0.570
H 0.4774 -1.3384 -2.6426 0.058 -0.119 -0.389
H -0.7148 1.1110 -1.9812 -0.371 0.036 -0.295
H 0.1760 0.7182 -0.5483 0.009 0.444 0.131
H -2.2537 -0.1574 -0.7808 -0.494 -0.100 0.196
H -1.4669 -1.4805 -1.6567 -0.245 -0.527 0.019
H 3.5875 -1.4165 -2.5502 -0.420 0.027 -0.458
H 2.9046 -2.6668 -1.5675 0.121 -0.263 0.745
C -0.7526 -4.2626 4.1375 -0.097 -0.141 0.005
C -1.8319 -3.1930 4.1588 0.128 -0.011 0.065
O -2.9682 -3.5103 3.3776 -0.061 0.121 -0.151
C -3.6770 -4.6758 3.7524 -0.057 -0.096 0.064
C -4.2429 -4.6267 5.1621 0.125 0.080 0.074
H -0.4663 -4.4956 3.1106 0.019 0.054 -0.001
H 0.1295 -3.9198 4.6795 -0.006 0.025 -0.016
H -1.0897 -5.1896 4.6047 0.035 0.021 0.051
H -1.4271 -2.2728 3.7355 -0.131 0.018 -0.066
H -2.1284 -2.9583 5.1875 0.028 -0.055 0.025
H -3.0508 -5.5652 3.6175 0.010 -0.009 0.058
H -4.4985 -4.7628 3.0404 0.056 0.089 -0.063
H -3.4540 -4.5998 5.9157 -0.013 -0.064 0.005
H -4.8552 -5.5086 5.3538 -0.008 0.005 -0.024
H -4.8577 -3.7354 5.2962 -0.033 -0.025 -0.033
C 1.1363 3.6527 -3.9942 0.228 0.045 0.161
C -0.0613 4.5370 -3.7041 0.027 -0.043 -0.069
O -0.5778 4.3695 -2.3969 -0.262 -0.116 0.073
C 0.2987 4.6781 -1.3271 0.104 0.088 0.057
C 0.7658 6.1234 -1.3161 0.036 0.024 -0.170
H 0.9062 2.6057 -3.7871 -0.086 0.005 -0.075
H 1.4391 3.7523 -5.0371 -0.022 -0.029 0.000
H 1.9919 3.9221 -3.3718 0.041 0.035 -0.078
H -0.8715 4.2711 -4.3841 -0.103 0.008 0.131
H 0.1703 5.5907 -3.8942 0.093 -0.016 0.009
H 1.1554 3.9937 -1.3225 0.045 0.040 -0.029
H -0.2611 4.4790 -0.4127 -0.115 -0.072 -0.095
H 1.3856 6.3567 -2.1835 0.051 -0.008 0.045
H 1.3578 6.3214 -0.4222 -0.017 -0.015 0.009
H -0.0892 6.8008 -1.3294 -0.010 -0.021 0.051
```
Positions in Å, forces in eV/Å.

Results
**SMILES**: O=C1C[C@@H](CCCBr)CO1.CCOCC.CCOCC
**F_max**: 6.20 eV/A
**HOMO-LUMO gap**: 10.33 eV
**LUMO**: 0.7 eV
**Total energy**: -94289.0073 eV

***

Which of these has the highest F_max? C15H31BrO4